*i*
C4H10O | ωB97M-V/def2-TZVPD

Values from the calculation:
Gap between HOMO and LUMO, eV: 7.720
Total charge: 0
Highest occupied orbital energy, eV: -6.86
Lowest unoccupied orbital energy, eV: 0.861

Structure (XYZ):
```
15
Properties=species:S:1:pos:R:3:mulliken_charge:R:1
C -1.322 -0.854 0.659 -0.716
O -0.556 0.124 -0.091 -0.029
C 1.107 -0.156 -0.105 -0.506
C -0.738 0.172 -1.520 -0.714
C 1.641 0.937 0.792 -0.874
H -2.371 -0.557 0.794 0.272
H -0.871 -0.956 1.655 0.301
H -1.264 -1.821 0.152 0.369
H 1.050 -1.105 0.453 0.130
H -0.267 1.103 -1.849 0.262
H -1.800 0.143 -1.749 0.335
H -0.164 -0.629 -1.997 0.354
H 2.708 0.669 0.842 0.350
H 1.252 1.004 1.827 0.237
H 1.585 1.932 0.319 0.227
```

*ii*
C4H10O | ωB97M-V/def2-TZVPD

Values from the calculation:
Gap between HOMO and LUMO, eV: 10.365
Structure (SMILES): C=CC.CO
Total charge: 0
Highest occupied orbital energy, eV: -9.40
Lowest unoccupied orbital energy, eV: 0.964

Structure (XYZ):
```
15
Properties=species:S:1:pos:R:3:mulliken_charge:R:1
C 1.642 -1.268 -1.888 -0.492
O 2.070 -2.384 -2.678 -0.524
H 0.714 -0.922 -2.327 0.234
H 2.312 -0.421 -2.045 0.275
H 1.497 -1.616 -0.871 0.200
H 3.030 -2.318 -2.800 0.306
C -1.884 0.161 1.890 -0.982
C -1.429 1.408 1.171 -0.002
C -0.204 1.788 0.818 -0.681
H -2.548 0.457 2.699 0.293
H -1.021 -0.267 2.408 0.303
H -2.362 -0.505 1.169 0.262
H -2.267 2.006 0.797 0.291
H -0.106 2.865 0.746 0.289
H 0.555 1.015 0.912 0.229
```

*iii*
C4H10O | ωB97M-V/def2-TZVPD

Values from the calculation:
Gap between HOMO and LUMO, eV: 11.297
Structure (SMILES): CCCCO
Total charge: 0
Highest occupied orbital energy, eV: -10.29
Lowest unoccupied orbital energy, eV: 1.004

Structure (XYZ):
```
15
Properties=species:S:1:pos:R:3:mulliken_charge:R:1
C -2.191 0.067 -0.261 -1.089
C -0.805 0.434 0.283 -0.365
C 0.294 -0.582 -0.019 -0.539
C 1.642 0.107 0.053 -0.566
O 2.673 -0.846 -0.086 -0.505
H -2.225 -0.930 -0.715 0.332
H -2.984 0.119 0.490 0.295
H -2.427 0.789 -1.041 0.262
H -0.509 1.383 -0.187 0.303
H -0.836 0.643 1.359 0.324
H 0.161 -1.004 -1.024 0.331
H 0.267 -1.425 0.682 0.293
H 1.686 0.864 -0.749 0.316
H 1.716 0.649 1.012 0.301
H 3.509 -0.367 -0.119 0.305
```

*iv*
C4H10O | ωB97M-V/def2-TZVPD

Values from the calculation:
Gap between HOMO and LUMO, eV: 10.217
Structure (SMILES): C=C(C)CO.[H][H]
Total charge: 0
Highest occupied orbital energy, eV: -9.31
Lowest unoccupied orbital energy, eV: 0.906

Structure (XYZ):
```
15
Properties=species:S:1:pos:R:3:mulliken_charge:R:1
C 0.253 1.195 0.976 -1.268
C 0.200 -0.154 0.312 0.626
C 1.267 -0.932 0.147 -0.845
C -1.167 -0.566 -0.166 -0.389
O -1.157 -1.905 -0.606 -0.520
H 1.285 1.510 1.151 0.330
H -0.239 1.962 0.363 0.327
H 1.080 1.841 -2.269 0.254
H -0.266 1.174 1.943 0.352
H 1.179 -1.907 -0.321 0.285
H 1.158 1.250 -1.822 -0.255
H 2.250 -0.616 0.487 0.261
H -1.469 0.118 -0.979 0.275
H -1.890 -0.417 0.655 0.275
H -2.020 -2.102 -0.986 0.291
```

Last place for stability: *i*

*i*
C4H10O | ωB97M-V/def2-TZVPD

Values from the calculation:
Gap between HOMO and LUMO, eV: 10.024
Structure (SMILES): COC(C)C
Total charge: 0
Highest occupied orbital energy, eV: -8.89
Lowest unoccupied orbital energy, eV: 1.131

Structure (XYZ):
```
15
Properties=species:S:1:pos:R:3:mulliken_charge:R:1
C 2.030 -0.420 -0.489 -0.676
O 0.686 -0.849 -0.510 -0.327
C -0.268 0.155 -0.268 0.361
C -1.562 -0.356 -0.900 -1.212
C -0.536 0.637 1.426 -1.280
H 2.655 -1.316 -0.558 0.232
H 2.243 0.091 0.455 0.284
H 2.249 0.242 -1.336 0.287
H 0.037 1.168 -0.193 0.311
H -1.838 -1.253 -0.329 0.303
H -1.519 -0.676 -1.957 0.313
H -2.345 0.392 -0.803 0.353
H -1.529 1.106 1.568 0.369
H 0.164 1.369 1.930 0.333
H -0.466 -0.292 1.963 0.348
```

*ii*
C4H10O | ωB97M-V/def2-TZVPD

Values from the calculation:
Gap between HOMO and LUMO, eV: 8.865
Total charge: 0
Highest occupied orbital energy, eV: -7.84
Lowest unoccupied orbital energy, eV: 1.024

Structure (XYZ):
```
15
Properties=species:S:1:pos:R:3:mulliken_charge:R:1
C -2.254 0.054 -0.173 -1.198
C -0.863 0.643 0.119 -0.206
C 0.243 -0.412 0.200 -0.947
C 2.109 0.256 -0.069 -0.530
O 2.939 -0.787 -0.409 -0.437
H -2.258 -0.496 -1.121 0.316
H -2.581 -0.639 0.612 0.309
H -3.013 0.843 -0.249 0.347
H -0.616 1.356 -0.676 0.287
H -0.927 1.232 1.046 0.297
H 0.291 -1.069 -0.651 0.414
H 0.133 -1.022 1.121 0.366
H 1.899 0.856 -0.946 0.267
H 1.491 0.297 0.829 0.420
H 3.407 -1.112 0.367 0.294
```

Last place for stability: *ii*

*i*
C4H10O | ωB97M-V/def2-TZVPD

Values from the calculation:
Gap between HOMO and LUMO, eV: 11.146
Structure (SMILES): [H][H].CC=O.C=C
Total charge: 0
Highest occupied orbital energy, eV: -10.01
Lowest unoccupied orbital energy, eV: 1.135

Structure (XYZ):
```
15
Properties=species:S:1:pos:R:3:mulliken_charge:R:1
C 1.862 -0.482 -0.682 -0.365
C 1.218 -1.524 -0.167 -0.584
C -1.191 0.751 0.270 0.197
C -2.091 -0.320 -0.277 -1.038
O -0.720 0.741 1.385 -0.442
H 1.663 2.640 1.367 0.183
H 2.393 -0.545 -1.630 0.242
H 1.893 0.475 -0.165 0.185
H 1.194 -2.489 -0.669 0.238
H 0.695 -1.447 0.784 0.288
H -0.969 1.589 -0.425 0.348
H -1.638 -0.750 -1.178 0.283
H -2.246 -1.100 0.472 0.296
H -3.053 0.118 -0.568 0.366
H 0.989 2.344 1.483 -0.196
```

*ii*
C4H10O | ωB97M-V/def2-TZVPD

Values from the calculation:
Gap between HOMO and LUMO, eV: 10.982
Structure (SMILES): [H][H].CC=O.C=C
Total charge: 0
Highest occupied orbital energy, eV: -9.83
Lowest unoccupied orbital energy, eV: 1.157

Structure (XYZ):
```
15
Properties=species:S:1:pos:R:3:mulliken_charge:R:1
C 2.043 0.432 0.488 -0.774
C 1.546 -0.702 -0.375 -0.019
O 0.840 -1.595 0.031 -0.454
C -1.863 -0.840 0.610 -0.377
C -2.353 0.265 0.057 -0.706
H 2.268 1.330 -0.100 0.287
H 2.973 0.102 0.970 0.318
H 1.311 0.654 1.270 0.242
H 0.138 1.254 -1.615 0.305
H 1.895 -0.687 -1.430 0.395
H -1.415 -0.847 1.602 0.246
H -1.861 -1.789 0.082 0.216
H -2.331 1.217 0.585 0.279
H -2.779 0.275 -0.946 0.328
H -0.412 0.932 -1.228 -0.287
```

*iii*
C4H10O | ωB97M-V/def2-TZVPD

Values from the calculation:
Gap between HOMO and LUMO, eV: 11.263
Structure (SMILES): CCCCO
Total charge: 0
Highest occupied orbital energy, eV: -10.23
Lowest unoccupied orbital energy, eV: 1.036

Structure (XYZ):
```
15
Properties=species:S:1:pos:R:3:mulliken_charge:R:1
C -1.840 -0.618 -0.162 -1.119
C -0.939 0.532 0.224 -0.461
C 0.472 0.610 -0.288 -0.434
C 1.407 -0.444 0.280 -0.418
H -1.955 -0.699 -1.289 0.266
H -2.864 -0.503 0.216 0.336
H -1.450 -1.636 0.117 0.290
H -0.954 0.688 1.299 0.317
H -1.523 1.399 -0.140 0.271
H 0.528 0.558 -1.394 0.230
H 0.878 1.549 0.015 0.405
H 1.396 -0.391 1.400 0.249
H 1.121 -1.437 -0.068 0.271
H 2.973 0.676 -0.016 0.315
O 2.749 -0.285 -0.195 -0.517
```

Last place for stability: *ii*

*i*
C4H10O | ωB97M-V/def2-TZVPD

Values from the calculation:
Gap between HOMO and LUMO, eV: 10.994
Structure (SMILES): C=C.CCO
Total charge: 0
Highest occupied orbital energy, eV: -10.04
Lowest unoccupied orbital energy, eV: 0.952

Structure (XYZ):
```
15
Properties=species:S:1:pos:R:3:mulliken_charge:R:1
C -2.276 -1.400 2.383 -0.407
C -1.856 -1.637 3.581 -0.382
H -2.859 -2.062 1.800 0.245
H -2.179 -0.378 1.824 0.155
H -2.090 -2.546 4.229 0.206
H -0.950 -1.087 4.025 0.184
C 0.682 1.066 -1.753 -0.155
O 1.447 0.636 -0.639 -0.559
C 1.621 1.193 -2.988 -0.960
H -0.046 0.350 -1.794 0.273
H 0.111 2.073 -1.657 0.232
H 1.935 -0.142 -0.703 0.284
H 1.728 0.191 -3.497 0.273
H 1.067 1.952 -3.584 0.255
H 2.674 1.225 -2.872 0.356
```

*ii*
C4H10O | ωB97M-V/def2-TZVPD

Values from the calculation:
Gap between HOMO and LUMO, eV: 10.217
Structure (SMILES): C=C(C)CO.[H][H]
Total charge: 0
Highest occupied orbital energy, eV: -9.31
Lowest unoccupied orbital energy, eV: 0.907

Structure (XYZ):
```
15
Properties=species:S:1:pos:R:3:mulliken_charge:R:1
C 0.221 1.165 1.059 -1.264
C 0.171 -0.181 0.389 0.618
C 1.238 -0.959 0.226 -0.843
C -1.194 -0.590 -0.096 -0.385
O -1.184 -1.929 -0.536 -0.520
H 1.254 1.480 1.236 0.331
H -0.271 1.934 0.449 0.325
H 1.031 1.783 -2.213 0.254
H -0.298 1.138 2.026 0.351
H 1.152 -1.932 -0.244 0.285
H 1.116 1.201 -1.756 -0.255
H 2.220 -0.644 0.571 0.261
H -1.489 0.097 -0.910 0.276
H -1.921 -0.438 0.720 0.276
H -2.045 -2.124 -0.922 0.291
```

*iii*
C4H10O | ωB97M-V/def2-TZVPD

Values from the calculation:
Gap between HOMO and LUMO, eV: 10.440
Total charge: 0
Highest occupied orbital energy, eV: -9.27
Lowest unoccupied orbital energy, eV: 1.170

Structure (XYZ):
```
15
Properties=species:S:1:pos:R:3:mulliken_charge:R:1
C -1.829 0.432 -0.920 -0.913
C -0.352 0.250 -1.232 0.028
O 0.484 1.078 -0.788 -0.555
C 1.463 0.565 1.044 -0.224
C 1.206 -0.748 1.354 -0.654
H -2.416 -0.460 -1.164 0.341
H -2.219 1.275 -1.504 0.288
H -1.950 0.671 0.141 0.257
H -0.169 -1.026 -0.496 0.152
H -0.121 -0.263 -2.184 0.371
H 0.917 1.372 1.519 0.228
H 2.361 0.852 0.512 0.214
H 0.507 -0.985 2.155 0.303
H 1.959 -1.508 1.155 0.308
H 0.320 -1.116 0.245 -0.143
```

Last place for stability: *iii*

*i*
C4H10O | ωB97M-V/def2-TZVPD

Values from the calculation:
Gap between HOMO and LUMO, eV: 10.850
Structure (SMILES): [H][H].CC=O.C=C
Total charge: 0
Highest occupied orbital energy, eV: -9.82
Lowest unoccupied orbital energy, eV: 1.035

Structure (XYZ):
```
15
Properties=species:S:1:pos:R:3:mulliken_charge:R:1
C -0.938 -0.350 1.876 -0.595
C -1.192 0.499 0.888 -0.508
C 0.840 -0.220 -1.024 0.150
C 0.059 0.481 -2.104 -0.961
O 1.846 0.251 -0.547 -0.496
H 1.582 -1.010 1.939 0.143
H -1.315 -1.371 1.868 0.252
H -0.323 -0.068 2.724 0.351
H -1.814 0.218 0.042 0.280
H -0.774 1.503 0.875 0.227
H 0.474 -1.220 -0.714 0.399
H -0.988 0.170 -2.140 0.280
H 0.136 1.563 -1.966 0.281
H 0.526 0.225 -3.062 0.346
H 1.881 -0.673 1.346 -0.146
```

*ii*
C4H10O | ωB97M-V/def2-TZVPD

Values from the calculation:
Gap between HOMO and LUMO, eV: 11.019
Structure (SMILES): C=C.CCO
Total charge: 0
Highest occupied orbital energy, eV: -9.98
Lowest unoccupied orbital energy, eV: 1.037

Structure (XYZ):
```
15
Properties=species:S:1:pos:R:3:mulliken_charge:R:1
C 1.213 -3.480 1.035 -0.481
C 0.091 -2.787 1.149 -0.378
H 1.252 -4.549 1.209 0.228
H 2.131 -3.018 0.695 0.227
H -0.848 -3.240 1.441 0.221
H 0.085 -1.716 0.979 0.178
C -0.221 2.245 -0.232 -0.088
O -0.722 0.913 0.054 -0.495
C -0.227 2.528 -1.722 -1.165
H -0.840 2.945 0.330 0.219
H 0.786 2.263 0.188 0.239
H -1.113 0.592 -0.774 0.291
H 0.156 1.654 -2.260 0.348
H -1.256 2.689 -2.044 0.322
H 0.440 3.340 -2.001 0.335
```

Last place for stability: *i*

*i*
C4H10O | ωB97M-V/def2-TZVPD

Values from the calculation:
Gap between HOMO and LUMO, eV: 7.634
Total charge: 0
Highest occupied orbital energy, eV: -6.81
Lowest unoccupied orbital energy, eV: 0.825

Structure (XYZ):
```
15
Properties=species:S:1:pos:R:3:mulliken_charge:R:1
C 2.051 0.242 -0.088 -1.063
C 0.958 -0.803 -0.350 -0.316
C -0.377 -0.228 -0.764 -0.594
C -2.232 -0.105 0.060 -0.515
O -0.782 0.778 0.398 -0.355
H 1.718 0.964 0.667 0.259
H 2.290 0.797 -1.004 0.281
H 2.977 -0.216 0.280 0.337
H 1.274 -1.481 -1.155 0.324
H 0.839 -1.430 0.545 0.215
H -0.244 0.418 -1.647 0.256
H -2.669 -0.206 -0.928 0.300
H -2.157 -1.052 0.576 0.254
H -2.832 0.613 0.663 0.277
H -0.843 1.687 0.061 0.338
```

*ii*
C4H10O | ωB97M-V/def2-TZVPD

Values from the calculation:
Gap between HOMO and LUMO, eV: 9.550
Structure (SMILES): C/C=C\O.C
Total charge: 0
Highest occupied orbital energy, eV: -8.70
Lowest unoccupied orbital energy, eV: 0.848

Structure (XYZ):
```
15
Properties=species:S:1:pos:R:3:mulliken_charge:R:1
C -1.844 -0.762 -1.526 -0.996
C -0.399 -0.364 -1.580 -0.071
C 0.488 -0.667 -0.638 -0.315
C 1.199 1.439 1.957 -0.921
O 0.150 -1.415 0.458 -0.499
H -2.158 -0.937 -0.493 0.285
H -2.026 -1.686 -2.089 0.250
H -2.485 0.013 -1.959 0.309
H -0.036 0.181 -2.447 0.338
H 0.377 1.235 1.268 0.206
H 1.532 -0.359 -0.703 0.368
H 1.983 1.986 1.431 0.253
H 0.836 2.043 2.790 0.289
H 1.618 0.510 2.359 0.181
H 0.766 -1.217 1.172 0.324
```

*iii*
C4H10O | ωB97M-V/def2-TZVPD

Values from the calculation:
Gap between HOMO and LUMO, eV: 11.013
Structure (SMILES): [H][H].CC=O.C=C
Total charge: 0
Highest occupied orbital energy, eV: -9.85
Lowest unoccupied orbital energy, eV: 1.162

Structure (XYZ):
```
15
Properties=species:S:1:pos:R:3:mulliken_charge:R:1
C -1.410 0.444 1.276 -0.808
C -2.026 0.737 -0.063 0.094
O -1.407 1.011 -1.064 -0.427
C 1.947 0.594 -0.778 -0.513
C 2.410 -0.601 -0.429 -0.387
H -1.810 -0.500 1.662 0.304
H -1.693 1.227 1.989 0.334
H -0.322 0.389 1.193 0.193
H -0.714 -2.339 -0.570 0.335
H -3.135 0.689 -0.095 0.322
H 2.359 1.509 -0.361 0.239
H 1.122 0.709 -1.475 0.235
H 3.219 -0.722 0.287 0.226
H 1.993 -1.513 -0.848 0.210
H -0.532 -1.633 -0.722 -0.355
```

Last place for stability: *i*